{
  "formula": "C42H47N5OP2PdS2",
  "method": "ωB97M-V/def2-TZVPD",
  "species": ["Pd", "S", "P", "C", "P", "S", "C", "C", "C", "C", "C", "C", "C", "C", "C", "C", "C", "C", "C", "C", "C", "C", "C", "C", "C", "C", "C", "C", "C", "C", "H", "H", "H", "H", "H", "H", "H", "H", "H", "H", "H", "H", "H", "H", "H", "H", "H", "H", "H", "H", "C", "C", "N", "C", "C", "C", "O", "C", "C", "C", "C", "N", "C", "H", "H", "H", "H", "H", "H", "H", "H", "H", "H", "H", "H", "H", "H", "C", "C", "N", "C", "N", "C", "C", "C", "N", "C", "H", "H", "H", "H", "H", "H", "H", "H", "H", "H", "H", "H", "H"],
  "positions_angstrom": [[1.12791, -0.20933, 0.20205], [-0.29615, 0.16717, -3.68820], [-1.33429, -0.86302, -2.37129], [-0.61351, -0.94390, -0.76340], [-1.12025, -1.82922, 0.66199], [0.56205, -2.23046, 1.67026], [-2.19109, -0.76405, 1.66856], [-2.43014, 0.55853, 1.31254], [-3.14921, 1.39070, 2.15908], [-3.62879, 0.90854, 3.36756], [-3.38031, -0.40811, 3.73649], [-2.65691, -1.23679, 2.89505], [-2.02398, -3.38644, 0.39874], [-3.37662, -3.55572, 0.67748], [-4.00033, -4.77167, 0.42973], [-3.27453, -5.82518, -0.10213], [-1.92351, -5.66323, -0.38311], [-1.30040, -4.45480, -0.13033], [-1.50047, -2.58318, -2.94662], [-0.30986, -3.28420, -3.14360], [-0.32914, -4.59704, -3.57917], [-1.54107, -5.22917, -3.82886], [-2.72714, -4.53891, -3.63990], [-2.70864, -3.22140, -3.19963], [-3.02364, -0.19984, -2.20381], [-3.96794, -0.82005, -1.38915], [-5.23482, -0.28332, -1.23412], [-5.56938, 0.89449, -1.88987], [-4.63437, 1.52219, -2.69920], [-3.36740, 0.97764, -2.85888], [-2.04056, 0.94170, 0.37772], [-3.33226, 2.41819, 1.87221], [-4.18786, 1.55859, 4.02813], [-3.73895, -0.78514, 4.68533], [-2.43437, -2.25275, 3.20091], [-3.95432, -2.74046, 1.09625], [-5.05139, -4.89205, 0.65784], [-3.75836, -6.77393, -0.29580], [-1.35350, -6.48230, -0.80121], [-0.24265, -4.33794, -0.33187], [0.63632, -2.78531, -2.96844], [0.60346, -5.12655, -3.72789], [-1.55756, -6.25538, -4.17298], [-3.67474, -5.02262, -3.83875], [-3.64656, -2.69714, -3.07733], [-3.71868, -1.73476, -0.86653], [-5.95550, -0.77908, -0.59663], [-6.55674, 1.32148, -1.76989], [-4.88963, 2.43964, -3.21357], [-2.63072, 1.45789, -3.49047], [2.87104, 1.63474, 6.40428], [2.48498, 2.59043, 5.28655], [2.52452, 1.96646, 3.96430], [1.23218, 1.70317, 3.33179], [0.39617, 0.68229, 4.08203], [3.75184, 1.85599, 3.39557], [4.75238, 2.29272, 3.95191], [3.92893, 1.20289, 2.05002], [4.81905, 1.78891, 1.16268], [5.10965, 1.14130, -0.02452], [4.49454, -0.07019, -0.28806], [3.62382, -0.64802, 0.54161], [3.37465, -0.02607, 1.69507], [2.78584, 2.13122, 7.37184], [3.90113, 1.30618, 6.27710], [2.22305, 0.75829, 6.41263], [3.16048, 3.44651, 5.28048], [1.46967, 2.96360, 5.43086], [1.39512, 1.37700, 2.30636], [0.68941, 2.65400, 3.27019], [0.92540, -0.26575, 4.17738], [-0.52923, 0.48463, 3.53886], [0.13394, 1.03829, 5.07985], [5.29751, 2.72309, 1.42683], [5.81294, 1.55887, -0.73264], [4.69771, -0.60490, -1.20703], [2.72448, -0.54908, 2.39057], [2.94823, 2.17117, -4.47913], [3.13602, 0.80432, -3.85248], [2.62407, 0.79003, -2.49149], [2.23924, 1.89889, -1.79802], [1.52373, 1.72259, -0.72766], [1.04751, 2.87186, 0.02343], [1.02783, 4.14407, -0.80414], [2.38529, 4.29695, -1.46791], [2.65431, 3.11222, -2.26224], [3.41722, 3.22295, -3.49129], [1.89106, 2.33320, -4.70041], [3.51050, 2.24287, -5.41029], [4.20000, 0.53733, -3.85567], [2.59699, 0.04348, -4.41792], [2.03917, -0.00025, -2.25287], [1.67566, 3.02237, 0.91212], [0.04439, 2.64097, 0.39297], [0.79868, 5.00860, -0.18000], [0.26159, 4.06731, -1.57983], [3.16317, 4.44269, -0.70675], [2.41500, 5.15989, -2.13431], [4.49382, 3.10856, -3.30335], [3.26380, 4.22904, -3.88451]],
  "homo_ev": [-6.38, -7.71],
  "s2": 2.01,
  "mol_weight_g_mol": 870.37,
  "multiplicity": 3,
  "e_tot_ev": -97544.7309,
  "relative_energy_kj_mol": 46.64,
  "max_force_ev_per_a": 0.7
}

***

{
  "formula": "C15H18O",
  "method": "ωB97M-V/def2-TZVPD",
  "species": ["C", "C", "C", "C", "C", "O", "C", "C", "H", "H", "H", "H", "H", "H", "H", "H", "C", "C", "C", "C", "C", "C", "C", "C", "H", "H", "H", "H", "H", "H", "H", "H", "H", "H"],
  "positions_angstrom": [[-4.33759, 0.36778, 0.48514], [-3.05345, -0.16821, 1.05128], [-1.89601, -0.32117, 0.31421], [-0.72077, -0.74133, 0.93788], [-0.64720, -0.91841, 2.29622], [0.51455, -1.18816, 2.94867], [-1.83062, -0.90549, 3.03229], [-2.99594, -0.52438, 2.40613], [-4.69881, -0.33381, -0.28075], [-4.16822, 1.26147, -0.10638], [-5.08784, 0.59458, 1.23420], [-1.79892, 0.02106, -0.71603], [0.14884, -0.93191, 0.31834], [1.23193, -1.23527, 2.30676], [-1.79228, -1.15140, 4.08169], [-3.92411, -0.52125, 2.95675], [1.70157, -0.67911, -3.63822], [0.81759, -0.12353, -2.52459], [1.60270, 0.44800, -1.35544], [1.35323, 1.70559, -0.81006], [2.03785, 2.13147, 0.32939], [3.03410, 1.35581, 0.87833], [3.28449, 0.06983, 0.36752], [2.49614, -0.38321, -0.66933], [2.62505, -1.16380, -3.29843], [1.92382, -0.01813, -4.47588], [1.21247, -1.52581, -4.12390], [0.20478, 0.67811, -2.91305], [0.23613, -0.95679, -2.12155], [0.66882, 2.32712, -1.36285], [1.68064, 3.02571, 0.82860], [3.55257, 1.72599, 1.74567], [4.02878, -0.51086, 0.89349], [2.59570, -1.41049, -1.01609]],
  "homo_ev": -8.19,
  "mol_weight_g_mol": 214.31,
  "multiplicity": 1,
  "e_tot_ev": -17894.2576,
  "relative_energy_kj_mol": 39.99,
  "max_force_ev_per_a": 1.4
}

***

{
  "formula": "H6N2",
  "method": "ωB97M-V/def2-TZVPD",
  "species": ["N", "H", "H", "H", "N", "H", "H", "H"],
  "positions_angstrom": [[2.27995, -0.17304, -0.93982], [1.32110, 0.07089, -1.20765], [2.89101, 0.14224, -1.69996], [2.51235, 0.39203, -0.11683], [-2.13812, 0.02598, 1.21852], [-3.05761, -0.37543, 1.42838], [-1.54417, -0.74358, 0.89353], [-2.26451, 0.66090, 0.42383]],
  "homo_ev": -10.21,
  "mol_weight_g_mol": 34.06,
  "multiplicity": 1,
  "e_tot_ev": -3077.6146,
  "relative_energy_kj_mol": 10.40,
  "max_force_ev_per_a": 0.5
}

***

{
  "formula": "C2H2O3",
  "method": "ωB97M-V/def2-TZVPD",
  "species": ["C", "C", "O", "O", "O", "H", "H"],
  "positions_angstrom": [[0.11596, -0.67281, -0.02149], [-0.87633, 0.37491, 0.10973], [-2.01284, 0.38681, -0.13322], [1.32907, -0.45952, 0.02529], [1.76915, 0.76378, -0.11983], [0.01219, -1.67822, -0.20134], [-0.33719, 1.28505, 0.34086]],
  "homo_ev": [-8.61, -10.14],
  "s2": 2.01,
  "mol_weight_g_mol": 74.03,
  "multiplicity": 3,
  "e_tot_ev": -8241.4756,
  "relative_energy_kj_mol": 349.40,
  "max_force_ev_per_a": 6.9
}

***

{
  "formula": "C3H9NO",
  "method": "ωB97M-V/def2-TZVPD",
  "species": ["C", "N", "C", "C", "O", "H", "H", "H", "H", "H", "H", "H", "H", "H"],
  "positions_angstrom": [[-1.03961, -1.04879, 1.34626], [-0.92093, 0.12221, 0.49311], [-0.15602, 0.58486, -0.68329], [1.30838, 0.06010, -0.53081], [2.07930, 0.75825, -1.52191], [-1.68473, -1.80610, 0.90146], [-0.00965, -1.34548, 1.58158], [-1.56373, -0.72616, 2.24409], [-1.86549, 0.43656, 0.30354], [-0.28791, 1.66914, -0.66586], [-0.57087, 0.34363, -1.69075], [1.36579, -1.00089, -0.81130], [1.55023, 0.27665, 0.52343], [1.79524, 1.67600, -1.48954]],
  "homo_ev": -8.35,
  "mol_weight_g_mol": 75.11,
  "multiplicity": 1,
  "e_tot_ev": -6792.9606,
  "relative_energy_kj_mol": 202.15,
  "max_force_ev_per_a": 2.9
}

***

{
  "formula": "C5H7NO2",
  "method": "ωB97M-V/def2-TZVPD",
  "species": ["C", "C", "C", "C", "C", "N", "O", "O", "H", "H", "H", "H", "H", "H", "H"],
  "positions_angstrom": [[2.34111, -0.31611, -0.44152], [2.41695, 0.95859, -0.34141], [1.21120, -0.87989, 0.44360], [0.62897, 0.38009, 1.15023], [-2.91273, -0.64662, -0.35914], [1.36439, 1.34670, 0.59275], [0.96797, -2.03696, 0.67625], [-2.51875, 0.57592, 0.19239], [2.98602, -0.89545, -1.01713], [3.06537, 1.78286, -0.75003], [-2.14126, -1.30840, -0.80098], [-3.41345, -0.49477, -1.37878], [-3.58715, -1.27808, 0.29184], [1.38527, 2.40948, 0.80104], [-1.79392, 0.40263, 0.94088]],
  "homo_ev": -9.24,
  "mol_weight_g_mol": 113.12,
  "multiplicity": 1,
  "e_tot_ev": -10879.1167,
  "relative_energy_kj_mol": 434.25,
  "max_force_ev_per_a": 3.3
}